(1)
DFT (wB97M-V/def2-TZVPD) results for a molecular structure, C26H34BrN2PtSSi at a distorted geometry.

```
66
Properties=species:S:1:pos:R:3:forces:R:3:mulliken_charge:R:1
Pt -1.2798 0.8984 1.2005 -0.66 0.94 0.04 0.244
C -0.7852 -1.0287 1.3719 0.68 -0.13 0.02 -1.282
Si -2.1592 -2.0668 0.7002 0.02 -0.47 0.59 -0.413
C -3.5486 -0.8849 0.3469 -0.06 0.01 -0.26 -0.509
N -2.8416 0.3700 -0.0600 -0.31 0.22 -0.40 -0.017
C -3.7540 1.5546 0.1091 -0.02 -0.06 0.03 -0.920
C -5.0617 1.4370 -0.6780 0.01 0.03 0.01 -0.749
C -4.8443 0.8340 -2.0759 0.03 -0.02 0.04 -0.649
C -3.3873 0.9905 -2.4910 0.00 0.01 0.01 -0.854
C -2.4269 0.2986 -1.5198 0.13 0.09 0.15 0.389
C -1.5846 -3.1499 -0.7272 -0.48 -0.62 0.01 0.396
C -2.4571 -3.8051 -1.6314 0.26 0.31 0.37 -0.493
C -1.9880 -4.7538 -2.4982 0.11 -0.28 0.12 -0.623
C -0.6242 -5.2054 -2.4744 0.13 -0.07 0.19 -0.784
C 0.2765 -4.6281 -1.6513 -0.47 -1.17 0.45 -1.107
C -0.1383 -3.5016 -0.8143 -0.06 0.89 -1.28 0.192
C -2.4651 -3.7307 1.5022 -0.12 -0.12 -0.12 0.872
C -1.4455 -4.3341 2.2696 -0.23 0.24 -0.04 -0.233
C -1.7017 -5.4957 2.9729 -0.25 -0.24 -0.10 -0.867
C -2.9542 -6.1066 2.8625 0.11 0.17 -0.06 -0.432
C -3.9606 -5.5473 2.0668 0.20 -0.21 0.08 -0.846
C -3.7081 -4.3929 1.3591 0.24 0.32 0.19 -0.337
H 0.1238 -1.1658 0.7687 0.08 0.09 0.11 0.467
H -0.4890 -1.2320 2.4042 -0.17 -0.11 0.01 0.718
H -4.1117 -0.6993 1.2657 0.09 0.00 0.03 0.525
H -4.2657 -1.1695 -0.4247 -0.02 -0.09 0.09 0.518
H -3.1758 2.4225 -0.2202 -0.03 0.04 -0.01 0.539
H -3.9522 1.6610 1.1758 -0.02 0.03 0.01 0.401
H -5.4702 2.4451 -0.7527 -0.01 0.00 -0.01 0.444
H -5.7932 0.8613 -0.1110 0.01 -0.02 0.00 0.274
H -5.4939 1.3152 -2.8039 0.00 0.03 0.00 0.446
H -5.1234 -0.2234 -2.0887 0.00 0.00 -0.01 0.240
H -3.1315 2.0497 -2.5593 -0.03 0.00 0.01 0.411
H -3.2171 0.5773 -3.4860 0.01 0.01 -0.01 0.447
H -1.4351 0.7517 -1.5911 -0.06 -0.09 -0.04 0.192
H -2.3388 -0.7643 -1.7657 -0.02 0.02 -0.01 -0.297
H -3.5142 -3.5710 -1.6158 0.01 0.08 -0.06 0.448
H -2.6662 -5.2241 -3.2008 -0.03 0.03 -0.02 0.562
H -0.3421 -6.0368 -3.1075 0.04 0.01 -0.01 0.499
H 1.2867 -5.0092 -1.5812 -0.04 0.00 0.02 0.801
H 0.4961 -3.2183 0.0250 -0.23 -0.48 0.33 0.883
H -0.4701 -3.8637 2.3518 -0.03 0.01 0.08 0.268
H -0.9395 -5.9357 3.6019 0.01 -0.02 -0.04 0.463
H -3.1433 -7.0363 3.3835 -0.02 0.05 0.06 0.444
H -4.9285 -6.0269 2.0079 0.02 -0.01 -0.04 0.460
H -4.4887 -3.9728 0.7337 -0.02 0.03 0.05 0.343
Br 2.7169 3.8248 5.6663 0.03 0.02 0.04 -0.013
C 1.6125 3.0295 4.4062 0.01 0.03 0.06 0.322
C 0.3293 2.6194 4.7512 -0.06 0.02 0.01 -0.665
C -0.4579 2.0309 3.7897 0.02 0.08 -0.11 0.039
N -0.0387 1.8509 2.5177 0.36 -0.66 0.13 -0.263
C 1.2113 2.2453 2.1958 -0.12 0.08 -0.02 0.039
C 2.0569 2.8375 3.1027 0.02 0.01 -0.09 -0.653
H -0.0506 2.7560 5.7538 0.00 -0.01 -0.02 0.436
H -1.4604 1.7004 4.0205 -0.01 -0.05 0.01 0.403
H 1.5146 2.0926 1.1702 0.02 -0.04 0.00 0.435
H 3.0472 3.1476 2.8017 -0.01 0.00 -0.01 0.428
C -0.1158 -2.3894 -3.5721 -0.03 0.18 -0.28 -1.201
S 0.3450 -2.0016 -1.8884 0.62 0.22 -0.18 0.708
C 2.1181 -2.3186 -1.9067 0.23 0.38 -0.24 -1.151
H 0.3164 -3.3321 -3.8918 0.01 0.02 -0.02 0.457
H 0.2784 -1.5800 -4.1919 0.01 0.06 0.14 0.558
H -1.2033 -2.3984 -3.6497 0.14 0.05 0.01 0.331
H 2.5509 -1.6210 -2.6253 0.02 0.02 0.06 0.491
H 2.3325 -3.3393 -2.2080 -0.01 0.08 -0.06 0.420
H 2.5108 -2.1065 -0.9125 -0.05 0.02 -0.02 0.408
```
Forces are in eV/Å.

Calculated values
Orbital gap   5.3 eV
Net charge   +3
E   -4500.6141 Ha
ΔE to the lowest compared entry with this formula, charge and spin   0.00 kcal per mole
HOMO   -16.5 eV
Largest force on an atom   1.6 eV/A


(2)
DFT (wB97M-V/def2-TZVPD) results for a molecular structure, C26H34CaCl4N2O6S.

```
74
Properties=species:S:1:pos:R:3:forces:R:3:mulliken_charge:R:1
Ca -0.3377 -0.3917 0.7706 0.41 0.14 -0.40 1.644
C -0.5433 -3.6023 2.2177 -0.02 0.02 0.06 -0.845
O -1.2464 -2.4382 1.7966 -0.06 0.00 -0.07 -0.034
C -2.5757 -2.7415 1.3846 -0.01 -0.05 0.01 -0.581
C -3.2208 -1.4639 0.9105 -0.09 -0.04 -0.04 -0.797
O -2.5003 -0.8644 -0.1637 0.03 -0.31 0.21 -0.181
C -2.4965 -1.5795 -1.4068 0.00 0.09 -0.05 -1.063
C -1.1845 -2.3211 -1.7031 -0.06 -0.11 0.06 0.984
O -1.3136 -3.7266 -1.5515 0.04 0.00 0.04 -0.267
C -1.8020 -4.3586 -2.7188 -0.02 0.01 0.01 -0.851
H -1.1104 -4.1152 2.9988 0.00 0.00 0.00 0.388
H -0.3834 -4.2759 1.3714 0.00 0.00 0.00 0.200
H 0.4125 -3.2778 2.6154 -0.01 0.00 0.01 0.180
H -2.5413 -3.4903 0.5855 -0.01 0.00 0.00 0.367
H -3.1462 -3.1508 2.2255 0.02 0.01 0.03 0.537
H -4.2563 -1.6631 0.6187 0.00 0.03 -0.04 0.432
H -3.2175 -0.7142 1.7043 -0.02 -0.02 0.02 0.249
H -3.3120 -2.3081 -1.4035 -0.03 0.02 -0.04 0.662
H -2.6971 -0.8304 -2.1684 0.03 0.04 -0.01 0.261
H -0.8276 -2.0711 -2.7064 0.01 -0.02 -0.01 0.604
H -0.3719 -2.0387 -1.0271 -0.08 0.09 -0.12 -1.221
H -1.1206 -4.1995 -3.5604 0.00 0.00 0.00 0.328
H -1.8702 -5.4234 -2.5077 0.00 0.00 0.00 0.282
H -2.7959 -3.9897 -2.9970 0.00 -0.01 0.00 0.311
Cl 0.7096 2.9063 7.4921 0.00 -0.01 -0.01 -0.235
C 0.1850 2.3661 5.9238 -0.03 0.03 0.00 0.440
C 0.9423 1.4421 5.2291 0.04 -0.04 -0.01 -0.952
C 0.5022 1.0290 3.9873 -0.01 0.02 -0.01 1.068
Cl 1.4713 -0.1219 3.0829 -0.07 0.05 0.10 -0.132
C -0.6794 1.4905 3.3731 -0.03 0.01 -0.02 -1.239
O -1.0762 1.0821 2.2090 -0.02 0.09 -0.15 -0.507
C -1.3963 2.4365 4.1363 0.01 0.00 -0.01 0.614
Cl -2.8582 3.0750 3.4506 0.00 0.00 0.00 -0.226
C -0.9857 2.8706 5.3808 0.02 0.00 0.02 -0.794
H 1.8615 1.0532 5.6436 0.00 0.00 0.00 0.459
H -1.5731 3.5975 5.9232 -0.01 0.00 -0.01 0.439
C 2.8725 -3.6760 1.5987 -0.06 0.01 -0.05 -1.143
S 2.2807 -2.3782 0.4938 0.05 -0.03 0.14 0.396
C 2.1962 -3.3086 -1.0468 0.05 0.11 0.01 -0.815
H 2.2129 -4.5447 1.5962 0.01 0.00 0.01 0.317
H 2.9123 -3.2571 2.6039 0.02 -0.02 0.01 0.339
H 3.8764 -3.9812 1.3077 0.00 -0.02 0.01 0.379
H 3.1684 -3.7529 -1.2573 -0.01 -0.02 0.00 0.490
H 1.9735 -2.5709 -1.8178 -0.05 -0.01 -0.06 0.070
H 1.4252 -4.0780 -1.0046 0.00 0.02 -0.03 0.205
C -2.1611 4.7043 -0.7091 0.01 -0.01 -0.01 -1.299
C -1.8042 3.4258 -1.3877 -0.02 0.01 -0.01 0.726
C -1.7615 3.0706 -2.7161 -0.02 -0.04 0.02 -1.290
C -1.3208 1.7290 -2.7335 0.28 0.05 -0.11 0.768
N -1.0960 1.2924 -1.5052 -0.42 0.04 0.38 -0.268
N -1.4067 2.3361 -0.7026 -0.05 0.07 -0.02 0.505
C -1.0219 0.8751 -3.9250 0.04 0.02 0.00 -1.183
H -2.6015 5.3936 -1.4261 0.00 0.01 0.00 0.359
H -1.2772 5.1795 -0.2806 -0.01 0.00 0.01 0.264
H -2.8783 4.5396 0.0962 0.01 0.00 0.00 0.297
H -1.9974 3.6931 -3.5627 0.00 0.01 0.00 0.459
H -1.3484 2.2469 0.3045 -0.02 -0.02 0.06 -0.054
H -1.0774 1.4691 -4.8360 -0.01 0.01 -0.01 0.373
H -1.7309 0.0510 -4.0287 -0.03 -0.02 0.00 0.193
H -0.0172 0.4560 -3.8435 -0.04 -0.03 0.03 0.162
Cl 5.5658 5.2377 -1.7068 0.00 0.00 0.00 -0.230
C 4.5328 3.8361 -1.6508 -0.01 0.00 0.00 0.475
C 3.7131 3.6426 -0.5513 0.00 0.01 0.00 -0.888
C 2.8951 2.5241 -0.5137 0.02 -0.03 0.01 -0.133
C 2.8916 1.6130 -1.5631 0.09 -0.02 0.03 0.090
C 3.7220 1.8290 -2.6561 -0.02 0.00 0.01 -0.273
C 4.5494 2.9391 -2.7066 0.01 0.00 -0.02 -0.783
C 1.9872 0.4051 -1.5398 -0.49 0.21 -0.18 -0.197
O 1.9279 -0.3222 -2.5355 0.12 -0.17 0.06 -0.796
O 1.2764 0.2651 -0.4907 0.54 -0.18 0.18 0.196
H 3.7232 4.3576 0.2600 -0.01 0.00 0.00 0.427
H 2.2513 2.3420 0.3364 0.00 0.02 0.00 0.450
H 3.7014 1.1109 -3.4648 0.01 0.00 0.00 0.472
H 5.2007 3.1144 -3.5517 0.00 0.00 0.00 0.416
```
Forces are in eV/Å.

Calculated values
Orbital gap   8.2 eV
E   -4488.8048 Ha
ΔE to the lowest compared entry with this formula, charge and spin   28.89 kcal per mole
HOMO   -7.9 eV
Largest force on an atom   0.6 eV/A